C24H23Br2ClIMoN5O3 | ωB97M-V/def2-TZVPD

Last column: Löwdin charge in e.
Element x y z (Å)
Mo (-0.186, 0.194, -0.061)  1.775
C (-2.460, -3.099, 1.770)  0.024
C (-1.609, -2.449, 0.725)  -0.305
O (-1.408, -1.209, 0.892)  -0.169
C (-1.112, -3.173, -0.401)  -0.092
C (-1.463, -4.532, -0.595)  -0.004
C (-1.051, -5.223, -1.698)  -0.047
C (-0.262, -4.577, -2.661)  -0.016
C (0.099, -3.258, -2.512)  0.014
C (-0.313, -2.539, -1.389)  -0.276
O (0.064, -1.275, -1.293)  -0.216
H (-2.390, -2.528, 2.693)  0.092
H (-2.193, -4.132, 1.963)  0.091
H (-3.501, -3.076, 1.432)  0.120
H (-2.082, -5.033, 0.134)  0.116
H (-1.332, -6.258, -1.831)  0.120
H (0.067, -5.122, -3.537)  0.126
H (0.705, -2.748, -3.248)  0.130
Cl (-1.493, 3.739, -5.835)  0.783
C (-0.778, 3.052, -4.435)  -0.590
C (0.557, 3.221, -4.199)  -0.133
C (1.172, 2.680, -3.050)  -0.629
I (3.188, 2.993, -2.690)  1.014
C (0.424, 1.967, -2.151)  -0.384
O (0.913, 1.415, -1.016)  -0.320
C (-0.948, 1.765, -2.404)  -0.151
N (-1.605, 1.005, -1.477)  -0.022
C (-2.903, 0.799, -1.629)  -0.072
C (-3.616, 1.318, -2.709)  -0.008
C (-2.965, 2.063, -3.662)  0.032
C (-1.586, 2.309, -3.531)  -0.149
H (1.153, 3.786, -4.903)  0.109
H (-3.390, 0.196, -0.872)  0.125
H (-4.676, 1.121, -2.787)  0.124
H (-3.500, 2.464, -4.513)  0.113
Br (2.654, 3.016, 1.568)  0.607
C (2.563, 3.210, 3.484)  -1.013
Br (1.472, 1.833, 4.280)  0.589
H (2.122, 4.171, 3.708)  0.005
H (3.562, 3.122, 3.889)  0.005
N (-2.164, 2.291, 3.101)  0.101
C (-1.722, 3.375, 2.384)  -0.046
C (-1.039, 2.867, 1.329)  -0.125
N (-1.057, 1.484, 1.415)  -0.104
C (-1.744, 1.173, 2.504)  -0.164
H (-2.696, 2.328, 3.956)  0.177
H (-1.929, 4.388, 2.678)  0.135
H (-0.524, 3.383, 0.538)  0.107
H (-1.948, 0.176, 2.850)  0.131
C (4.817, -0.229, 1.844)  0.000
N (3.622, -1.053, 2.076)  -0.159
C (3.778, -2.323, 2.797)  0.005
C (2.477, -0.699, 1.592)  -0.229
N (1.442, -0.383, 1.175)  0.088
H (5.533, -0.787, 1.242)  0.104
H (5.268, 0.026, 2.802)  0.103
H (4.538, 0.686, 1.329)  0.057
H (4.432, -2.988, 2.235)  0.103
H (2.807, -2.795, 2.925)  0.098
H (4.212, -2.128, 3.776)  0.102

## Properties
- E_tot (hartree) = -7401.5859
- ΔE to the lowest compared entry with this formula, charge and spin (kJ/mol) = 17.1
- multiplicity = 3
- net charge = +2
- <S²> = 2.019
- HOMO level (spin up / spin down) (eV) = -13.27 / -13.43

=====

C24H23CaN14O2 | ωB97M-V/def2-TZVPD

Last column: Löwdin charge in e.
Element x y z (Å)
Ca (0.084, -0.359, -0.643)  1.443
C (4.457, 1.107, -0.102)  -0.116
C (4.546, 1.207, 1.302)  -0.112
C (3.560, 0.697, 2.088)  -0.047
C (2.432, 0.025, 1.509)  -0.392
N (2.339, -0.015, 0.136)  -0.022
C (3.332, 0.505, -0.601)  -0.195
N (1.529, -0.523, 2.324)  0.109
C (0.645, -1.382, 1.725)  -0.313
N (-0.757, -1.106, 1.517)  -0.024
C (-1.373, -2.121, 0.699)  -0.311
N (-2.622, -1.968, 0.174)  0.104
C (-2.656, -1.880, -1.170)  -0.393
C (-3.923, -1.937, -1.827)  -0.034
C (-4.001, -1.892, -3.185)  -0.101
C (-2.829, -1.779, -3.957)  -0.114
C (-1.649, -1.675, -3.270)  -0.192
N (-1.530, -1.709, -1.933)  -0.025
C (-0.357, -3.007, 0.431)  -0.174
C (-0.348, -4.181, -0.392)  -0.032
C (0.811, -4.861, -0.542)  -0.098
C (2.037, -4.413, 0.088)  -0.099
C (2.075, -3.298, 0.850)  -0.029
C (0.861, -2.559, 1.050)  -0.172
H (5.218, 1.499, -0.761)  0.083
H (5.401, 1.689, 1.763)  0.096
H (3.604, 0.742, 3.168)  0.103
H (3.193, 0.444, -1.678)  0.100
H (-4.802, -2.020, -1.202)  0.100
H (-4.971, -1.939, -3.667)  0.096
H (-2.847, -1.737, -5.036)  0.082
H (-0.718, -1.536, -3.815)  0.097
H (-1.263, -4.504, -0.871)  0.113
H (0.835, -5.760, -1.146)  0.089
H (2.938, -4.995, -0.061)  0.089
H (2.991, -2.956, 1.315)  0.112
C (0.466, 2.399, 2.885)  -0.106
O (0.305, 2.360, 1.478)  -0.209
C (1.189, 3.233, 0.812)  -0.201
C (0.737, 3.468, -0.606)  -0.202
O (1.133, 2.404, -1.452)  -0.245
C (0.879, 2.723, -2.806)  -0.124
H (1.505, 2.613, 3.156)  0.084
H (0.211, 1.421, 3.287)  0.051
H (-0.183, 3.168, 3.321)  0.090
H (2.209, 2.830, 0.823)  0.116
H (1.207, 4.208, 1.322)  0.128
H (1.189, 4.400, -0.972)  0.124
H (-0.353, 3.584, -0.637)  0.125
H (1.494, 3.578, -3.113)  0.086
H (-0.176, 2.942, -2.975)  0.069
H (1.151, 1.858, -3.411)  0.084
N (-3.109, 1.199, 1.354)  0.171
C (-2.440, 0.592, 2.375)  -0.337
N (-2.804, 0.850, 3.617)  0.051
N (-2.072, 0.040, 4.411)  -0.051
N (-1.288, -0.692, 3.742)  0.063
N (-1.470, -0.358, 2.427)  0.007
C (-2.726, 1.401, 0.043)  -0.480
N (-3.500, 1.938, -0.887)  0.043
N (-2.738, 1.898, -2.000)  -0.062
N (-1.592, 1.369, -1.733)  -0.107
N (-1.543, 1.067, -0.413)  -0.131
H (-3.920, 1.705, 1.669)  0.141

## Properties
- E_tot (hartree) = -2523.0954
- ΔE to the lowest compared entry with this formula, charge and spin (kJ/mol) = 427.8
- net charge = -1
- HOMO level (eV) = -3.63

=====

C24H23Cl2MgN7O2P | ωB97M-V/def2-TZVPD

Last column: Löwdin charge in e.
Element x y z (Å)
Mg (0.203, 1.597, 0.261)  0.622
Cl (-5.565, 4.497, -1.876)  0.675
C (-3.897, 4.103, -1.667)  -0.687
C (-3.547, 3.140, -0.733)  -0.034
C (-2.212, 2.798, -0.548)  -0.196
N (-1.723, 1.863, 0.371)  0.018
C (-2.418, 1.277, 1.347)  -0.485
O (-3.620, 1.271, 1.592)  0.052
C (-1.488, 0.536, 2.301)  -0.185
C (-2.038, -0.144, 3.386)  0.016
C (-1.202, -0.793, 4.273)  -0.030
C (0.176, -0.739, 4.066)  -0.051
C (0.645, -0.037, 2.973)  -0.138
N (-0.160, 0.577, 2.096)  0.027
C (-1.208, 3.447, -1.321)  -0.195
C (-1.578, 4.410, -2.253)  -0.030
C (-2.915, 4.736, -2.425)  -0.684
Cl (-3.340, 5.936, -3.590)  0.680
N (0.095, 3.023, -1.051)  0.017
C (1.221, 3.545, -1.545)  -0.473
O (1.400, 4.451, -2.348)  0.062
C (2.439, 2.838, -0.958)  -0.154
C (3.703, 3.363, -1.208)  0.028
C (4.814, 2.736, -0.680)  -0.022
C (4.638, 1.580, 0.076)  -0.047
C (3.354, 1.123, 0.279)  -0.139
N (2.268, 1.731, -0.214)  0.036
H (-4.310, 2.662, -0.140)  0.100
H (-3.112, -0.123, 3.500)  0.128
H (-1.604, -1.328, 5.124)  0.120
H (0.868, -1.201, 4.756)  0.111
H (1.711, 0.071, 2.799)  0.106
H (-0.821, 4.907, -2.838)  0.102
H (3.769, 4.257, -1.810)  0.128
H (5.806, 3.133, -0.848)  0.120
H (5.482, 1.052, 0.497)  0.110
H (3.174, 0.226, 0.866)  0.091
C (0.082, -4.303, 0.772)  -0.104
N (1.261, -3.887, -0.120)  -0.070
C (0.909, -4.279, -1.565)  -0.106
N (-0.323, -3.704, -1.956)  -0.150
C (-1.400, -4.122, -1.064)  -0.140
N (-1.124, -3.722, 0.313)  -0.142
C (-1.183, -2.275, 0.505)  -0.284
P (0.076, -1.343, -0.519)  1.084
C (1.531, -2.423, -0.002)  -0.256
C (-0.261, -2.254, -2.121)  -0.285
H (0.312, -3.987, 1.790)  0.147
H (0.026, -5.391, 0.724)  0.149
H (2.093, -4.406, 0.166)  0.184
H (0.852, -5.367, -1.583)  0.149
H (1.724, -3.940, -2.204)  0.148
H (-1.506, -5.207, -1.109)  0.143
H (-2.335, -3.670, -1.390)  0.145
H (-1.024, -2.047, 1.560)  0.077
H (-2.180, -1.916, 0.242)  0.114
H (1.766, -2.200, 1.040)  0.090
H (2.398, -2.176, -0.616)  0.102
H (0.510, -2.004, -2.852)  0.102
H (-1.213, -1.899, -2.519)  0.106

## Properties
- E_tot (hartree) = -2923.8847
- net charge = +1
- HOMO level (eV) = -9.07

=====

C24H23ClN2OPYb | ωB97M-V/def2-TZVPD

Last column: Löwdin charge in e.
Element x y z (Å)
Yb (0.188, 0.462, 2.232)  1.253
Cl (0.886, -0.763, 0.254)  -0.035
P (0.804, 2.395, 0.050)  0.990
C (1.652, 2.843, 1.623)  -0.475
C (1.340, 4.013, 2.341)  -0.066
C (1.844, 4.189, 3.625)  -0.033
C (2.635, 3.202, 4.219)  -0.043
C (2.950, 2.037, 3.516)  -0.077
C (2.518, 1.876, 2.200)  -0.234
C (2.193, 2.324, -1.133)  -0.377
C (1.969, 1.600, -2.323)  -0.103
C (3.008, 1.388, -3.221)  -0.053
C (4.285, 1.898, -2.951)  -0.042
C (4.506, 2.638, -1.786)  -0.053
C (3.468, 2.849, -0.875)  -0.088
C (-0.133, 3.880, -0.480)  -0.378
C (-1.534, 3.748, -0.608)  -0.111
C (-2.300, 4.815, -1.070)  -0.062
C (-1.683, 6.030, -1.409)  -0.042
C (-0.296, 6.163, -1.288)  -0.047
C (0.482, 5.092, -0.832)  -0.080
H (0.982, 1.163, -2.494)  0.105
H (2.828, 0.820, -4.135)  0.120
H (5.105, 1.716, -3.648)  0.121
H (5.495, 3.045, -1.575)  0.118
H (3.658, 3.404, 0.047)  0.108
H (0.718, 4.784, 1.879)  0.117
H (1.623, 5.109, 4.171)  0.131
H (3.024, 3.352, 5.227)  0.127
H (3.573, 1.268, 3.980)  0.125
H (2.815, 0.993, 1.621)  0.091
H (-2.006, 2.795, -0.348)  0.077
H (-3.380, 4.707, -1.175)  0.116
H (-2.288, 6.864, -1.772)  0.122
H (0.187, 7.106, -1.556)  0.121
H (1.566, 5.201, -0.754)  0.116
H (-0.778, 2.093, 2.920)  0.109
H (-1.125, 1.916, 2.188)  0.072
N (-5.414, -3.083, 4.450)  0.179
C (-5.598, -2.167, 3.427)  -0.453
O (-6.706, -1.899, 2.983)  0.113
C (-4.348, -1.484, 2.956)  -0.074
C (-3.169, -1.470, 3.705)  0.033
C (-2.053, -0.783, 3.224)  -0.165
N (-2.061, -0.150, 2.026)  -0.130
C (-3.206, -0.159, 1.286)  -0.043
C (-4.355, -0.809, 1.727)  0.067
H (-6.199, -3.693, 4.611)  0.127
H (-4.509, -3.516, 4.555)  0.097
H (-3.091, -1.975, 4.667)  0.131
H (-1.131, -0.742, 3.840)  0.096
H (-3.183, 0.368, 0.325)  0.134
H (-5.248, -0.792, 1.107)  0.146

## Properties
- E_tot (hartree) = -3072.8017
- ΔE to the lowest compared entry with this formula, charge and spin (kJ/mol) = 0.0
- multiplicity = 2
- net charge = +2
- <S²> = 0.751
- HOMO level (spin up / spin down) (eV) = -14.16 / -14.16

=====

| no. | M (u) |
| --- | --- |
| 1 | 847.6 |
| 2 | 579.6 |
| 3 | 567.7 |
| 4 | 594.9 |